(1)
Density functional theory data (ωB97M-V with the def2-TZVPD basis set) for a molecular structure, C4H5O2Y at a distorted geometry.

Computed properties:
ΔE to the lowest compared entry with this formula, charge and spin: 268.5 kJ/mol
Net charge: +2
Gap between HOMO and LUMO (alpha / beta): 0.2359 / 0.2321 Ha
Highest occupied orbital energy (alpha / beta): -16.68 / -16.28 eV
2S+1: 1

```
12
Properties=species:S:1:pos:R:3:forces:R:3
H 3.263 0.427 0.031 0.17 0.08 -0.09
O 2.493 -0.020 0.392 -0.86 -0.07 0.10
C 1.375 0.836 0.288 0.96 0.08 -1.47
C 0.127 0.083 0.502 -1.54 -0.64 2.97
C -0.744 -0.416 1.265 0.82 0.99 -2.95
H 1.330 1.315 -0.706 -0.01 0.04 0.22
H 1.426 1.653 1.029 -0.48 -0.29 0.02
H -1.210 -0.623 2.218 -0.31 -0.22 -0.43
C -1.434 -0.805 -0.615 0.96 0.35 -0.31
O -1.992 0.048 -1.448 -1.18 -1.67 0.90
Y -3.934 -0.948 -1.958 2.08 1.00 0.79
H -0.701 -1.549 -0.999 -0.60 0.37 0.23
```
Forces are in eV/Å.

(2)
Density functional theory data (ωB97M-V with the def2-TZVPD basis set) for a molecular structure, C4H5O2Yb at a distorted geometry.

Computed properties:
ΔE to the lowest compared entry with this formula, charge and spin: 373.9 kJ/mol
Net charge: +1
Gap between HOMO and LUMO (alpha / beta): 0.1581 / 0.1582 Ha
Highest occupied orbital energy (alpha / beta): -10.08 / -10.09 eV
2S+1: 1

```
12
Properties=species:S:1:pos:R:3:forces:R:3
H -0.240 2.538 2.092 0.03 0.06 -0.03
O -0.582 1.695 1.785 -0.07 -0.34 -0.03
C -0.309 1.564 0.405 0.94 0.53 -0.07
C -0.508 0.171 -0.030 -1.92 -1.95 -0.67
C -1.251 -0.765 -0.428 2.53 1.23 0.36
H 0.730 1.858 0.175 -0.23 -0.02 0.06
H -0.963 2.220 -0.195 0.05 -0.34 0.06
H -2.188 -1.211 -0.732 0.59 -0.25 -0.05
C 0.644 -1.589 -0.434 -0.51 -0.87 0.31
O 1.604 -1.358 -1.303 0.14 -1.13 -0.41
Yb 2.172 -3.488 -1.984 -1.33 2.42 1.06
H 0.891 -1.633 0.649 -0.24 0.68 -0.59
```
Forces are in eV/Å.

- What is the ΔE to the lowest compared entry with this formula, charge and spin in the first record?
  268.5 kJ/mol